1.
C4H9N | ωB97M-V/def2-TZVPD

Geometry as XYZ:
```
14
Properties=species:S:1:pos:R:3
C -1.2607 1.4041 -0.3667
C -0.1571 0.6722 -0.3494
N 1.1214 1.2502 -0.5187
C -0.1271 -0.8198 -0.3876
C 0.2831 -1.4840 0.9493
H -2.2565 0.9943 -0.4370
H -1.3520 2.4844 -0.4601
H 1.8504 0.6236 -0.2139
H 1.2207 2.1955 -0.1874
H 0.5918 -1.1514 -1.1312
H -1.0827 -1.2088 -0.7291
H 0.8477 -2.3913 0.7552
H 0.9154 -0.8136 1.5416
H -0.5942 -1.7554 1.5349
```

Summary:
E: -5783.490 eV
structure (SMILES): C=C(N)CC
E_LUMO: 1.1 eV
HOMO-LUMO gap: 9.32 eV


2.
C4H9N | ωB97M-V/def2-TZVPD

Geometry as XYZ:
```
14
Properties=species:S:1:pos:R:3
C -2.0352 0.3627 -0.5526
C -0.2465 0.3822 0.6087
C 0.1971 -0.9226 1.0517
N 0.6565 -0.3875 -0.2070
C 1.9990 0.0407 -0.4041
H -2.8973 0.3121 0.1154
H -2.0177 1.3717 -0.9935
H -2.2844 -0.3077 -1.4180
H -0.1225 1.3463 1.1114
H -1.0465 -1.4372 0.1423
H 0.8418 -1.1925 1.9458
H 2.4032 0.5115 0.4988
H 2.5876 -0.8417 -0.6756
H 1.9650 0.7618 -1.2233
```

Summary:
E: -5776.488 eV
E_LUMO: 0.6 eV
HOMO-LUMO gap: 8.95 eV


3.
C4H9N | ωB97M-V/def2-TZVPD

Geometry as XYZ:
```
14
Properties=species:S:1:pos:R:3
C 0.4759 0.3800 2.3996
C -0.2805 0.3527 1.3057
N 0.2162 0.2767 0.0070
C -0.5889 -0.4246 -0.9641
C 0.1146 -0.4200 -2.3237
H 0.0518 0.5810 3.3773
H 1.5480 0.2355 2.4613
H -1.3445 0.5359 1.3606
H 1.2113 0.3091 -0.1024
H -0.7556 -1.4830 -0.6921
H -1.6117 -0.0375 -0.9260
H -0.5335 -0.6487 -3.1635
H 0.5691 0.5528 -2.5218
H 0.9310 -1.1355 -2.2170
```

Summary:
E: -5783.111 eV
structure (SMILES): C=CNCC
E_LUMO: 1.2 eV
HOMO-LUMO gap: 9.19 eV


Please write out number 3 again, unchanged.
C4H9N | ωB97M-V/def2-TZVPD

Geometry as XYZ:
```
14
Properties=species:S:1:pos:R:3
C 0.4759 0.3800 2.3996
C -0.2805 0.3527 1.3057
N 0.2162 0.2767 0.0070
C -0.5889 -0.4246 -0.9641
C 0.1146 -0.4200 -2.3237
H 0.0518 0.5810 3.3773
H 1.5480 0.2355 2.4613
H -1.3445 0.5359 1.3606
H 1.2113 0.3091 -0.1024
H -0.7556 -1.4830 -0.6921
H -1.6117 -0.0375 -0.9260
H -0.5335 -0.6487 -3.1635
H 0.5691 0.5528 -2.5218
H 0.9310 -1.1355 -2.2170
```

Summary:
E: -5783.111 eV
structure (SMILES): C=CNCC
E_LUMO: 1.2 eV
HOMO-LUMO gap: 9.19 eV


Among the records above, which one has the highest E? number 2


What is the E_LUMO in the third record? 1.2 eV


The lowest E belongs to which entry? number 1